1.
# C44H33BrCl2IN6O2SSn

C44H33BrCl2IN6O2SSn as an isolated structure (the ωB97M-V functional and the def2-TZVPD basis, the Open Molecules 2025 dataset).

Atoms and positions in Å:
Sn: -0.82822 -0.24467 0.15742
O: 2.97735 -5.90649 0.18058
C: 1.90820 -6.12336 -0.42071
O: 1.56116 -7.02250 -1.20109
C: 0.81201 -5.04312 -0.15085
C: 0.76264 -4.38192 1.06318
C: -0.25521 -3.45857 1.28538
N: -1.06989 -3.05932 0.29679
C: -0.97631 -3.64825 -0.89623
C: -0.10906 -4.71326 -1.12669
C: -1.89323 -3.18065 -1.96267
C: -1.52935 -3.28078 -3.30598
C: -2.44558 -2.91940 -4.27476
C: -3.70083 -2.47550 -3.88716
C: -3.95819 -2.37445 -2.52906
N: -3.08268 -2.70067 -1.58670
C: -0.48846 -2.85247 2.61977
C: -0.02522 -3.46841 3.78414
C: -0.32303 -2.90580 5.01261
C: -1.08397 -1.74751 5.05854
C: -1.48139 -1.18743 3.85594
N: -1.18904 -1.71365 2.67307
H: 1.53587 -4.59410 1.79071
H: -0.12028 -5.27336 -2.05184
H: -0.53515 -3.61111 -3.57670
H: -2.18450 -2.98616 -5.32338
H: -4.45183 -2.20510 -4.61705
H: -4.92539 -2.03107 -2.17441
H: 0.54641 -4.38364 3.72125
H: 0.02298 -3.37042 5.92701
H: -1.35079 -1.28409 5.99820
H: -2.06091 -0.26977 3.83438
Cl: -3.45325 0.45146 -0.68700
C: -3.57653 2.18084 -0.57924
C: -4.56801 2.77954 -1.33826
C: -4.73613 4.15136 -1.30197
C: -3.91427 4.90811 -0.48392
C: -2.92232 4.29743 0.26130
Cl: -1.94185 5.30727 1.26550
C: -2.68391 2.90871 0.22617
S: -1.35486 2.22276 1.11874
H: -5.19564 2.15537 -1.95967
H: -5.50281 4.62158 -1.90171
H: -4.02742 5.98159 -0.42082
C: 0.85837 4.16402 -3.30712
C: 1.86581 3.21444 -3.42198
C: 1.66830 1.91501 -2.98892
C: 0.43845 1.50336 -2.42773
C: -0.55712 2.48520 -2.31254
C: -0.35223 3.78327 -2.74273
N: 0.22382 0.22117 -1.94703
C: 0.91253 -0.80728 -2.59570
C: 0.95652 -0.86528 -4.00317
C: 1.67986 -1.83887 -4.66385
C: 2.37907 -2.80725 -3.94764
C: 2.29503 -2.80803 -2.56478
C: 1.56228 -1.83233 -1.90114
H: 1.02010 5.17931 -3.64644
H: 2.82274 3.48807 -3.85340
H: 2.46964 1.19266 -3.08363
H: -1.51428 2.20347 -1.89674
H: -1.15264 4.50812 -2.64534
H: 0.41420 -0.11669 -4.56770
H: 1.69354 -1.85148 -5.74809
H: 2.97488 -3.55487 -4.45508
H: 2.80288 -3.57284 -1.98784
H: 1.51925 -1.86230 -0.81855
Br: 0.81791 1.72594 7.38207
C: 0.59785 3.27737 6.31537
C: 0.34978 4.47868 6.96346
C: 0.13858 5.63163 6.22600
C: 0.16209 5.57962 4.84038
C: 0.43670 4.38564 4.19537
C: 0.66624 3.22717 4.92676
I: 1.12368 1.46873 3.87668
H: 0.32080 4.50593 8.04388
H: -0.06151 6.56275 6.73933
H: -0.03919 6.46701 4.25524
H: 0.46171 4.34336 3.11418
C: 4.69930 0.45102 -0.83136
N: 3.62730 0.07319 0.06093
C: 3.63177 -0.99462 0.92406
C: 2.38425 -1.04512 1.46676
N: 1.62097 -0.02816 0.94624
C: 2.40194 0.62511 0.11178
H: 5.65733 0.36438 -0.32172
H: 4.55495 1.48006 -1.15370
H: 4.70271 -0.19605 -1.71046
H: 4.49680 -1.61836 1.06503
H: 1.98430 -1.73706 2.18770
H: 2.10162 1.48196 -0.46965

Output
orbital gap = 6.61 eV
ΔE to the lowest compared entry with this formula, charge and spin = 40.16 kJ/mol
F_max = 0.87 eV/A
net charge = -1
electronic energy = -179058.006 eV

So, what does the Löwdin scheme give us? The charges, in e, come out as: number 1, Sn, carries 1.090; number 2, O, carries -0.054; number 3, C, carries -0.705; number 4, O, carries -0.037; number 5, C, carries -0.100; number 6, C, carries 0.032; number 7, C, carries -0.245; number 8, N, carries 0.069; number 9, C, carries -0.240; number 10, C, carries 0.039; number 11, C, carries -0.226; number 12, C, carries -0.010; number 13, C, carries -0.061; number 14, C, carries -0.072; number 15, C, carries -0.181; number 16, N, carries 0.111; number 17, C, carries -0.241; number 18, C, carries -0.013; number 19, C, carries -0.063; number 20, C, carries -0.079; number 21, C, carries -0.178; number 22, N, carries 0.057; number 23, H, carries 0.116; number 24, H, carries 0.125; number 25, H, carries 0.107; number 26, H, carries 0.106; number 27, H, carries 0.095; number 28, H, carries 0.095; number 29, H, carries 0.110; number 30, H, carries 0.105; number 31, H, carries 0.098; number 32, H, carries 0.105; number 33, Cl, carries 0.676; number 34, C, carries -0.663; number 35, C, carries -0.121; number 36, C, carries -0.096; number 37, C, carries -0.131; number 38, C, carries -0.691; number 39, Cl, carries 0.658; number 40, C, carries -0.737; number 41, S, carries 0.435; number 42, H, carries 0.101; number 43, H, carries 0.100; number 44, H, carries 0.098; number 45, C, carries -0.125; number 46, C, carries -0.110; number 47, C, carries -0.070; number 48, C, carries -0.341; number 49, C, carries -0.050; number 50, C, carries -0.090; number 51, N, carries -0.114; number 52, C, carries -0.333; number 53, C, carries -0.056; number 54, C, carries -0.107; number 55, C, carries -0.110; number 56, C, carries -0.081; number 57, C, carries -0.058; number 58, H, carries 0.087; number 59, H, carries 0.094; number 60, H, carries 0.103; number 61, H, carries 0.059; number 62, H, carries 0.099; number 63, H, carries 0.116; number 64, H, carries 0.095; number 65, H, carries 0.095; number 66, H, carries 0.109; number 67, H, carries 0.074; number 68, Br, carries 0.686; number 69, C, carries -0.739; number 70, C, carries -0.148; number 71, C, carries -0.091; number 72, C, carries -0.085; number 73, C, carries -0.158; number 74, C, carries -0.717; number 75, I, carries 0.983; number 76, H, carries 0.094; number 77, H, carries 0.102; number 78, H, carries 0.104; number 79, H, carries 0.075; number 80, C, carries -0.009; number 81, N, carries -0.105; number 82, C, carries -0.045; number 83, C, carries -0.171; number 84, N, carries -0.097; number 85, C, carries -0.178; number 86, H, carries 0.090; number 87, H, carries 0.092; number 88, H, carries 0.095; number 89, H, carries 0.126; number 90, H, carries 0.097; number 91, H, carries 0.130

2.
# C44H34As2N5OPtS

C44H34As2N5OPtS as an isolated structure at a distorted geometry (the ωB97M-V functional and the def2-TZVPD basis, the Open Molecules 2025 dataset).

Atoms and positions in Å:
Pt: -0.93109 0.66341 0.22488
N: -1.58198 -3.92123 -0.78558
C: -1.76331 -2.61330 -0.58833
O: -0.92288 -1.92137 0.02130
C: -2.98666 -2.02148 -1.14179
C: -3.13002 -0.68565 -0.88269
N: -2.98598 0.44419 -0.60756
C: -3.81164 -2.78189 -1.97355
N: -4.38785 -3.44547 -2.71336
H: -2.26310 -4.49506 -1.25917
H: -0.76031 -4.37045 -0.41222
C: -0.73211 6.14839 0.59054
N: -1.64452 5.28635 -0.11181
C: -2.61002 5.68582 -0.99023
C: -3.24002 4.56759 -1.45055
N: -2.64632 3.49800 -0.85285
C: -1.67891 3.94412 -0.02949
S: -0.64056 2.99869 0.93537
H: -0.31861 6.88914 -0.09146
H: 0.08352 5.56434 1.01457
H: -1.24939 6.67305 1.39429
H: -2.77320 6.71673 -1.23691
H: -4.05415 4.45678 -2.13681
H: -2.91572 2.52131 -0.95255
C: 2.81883 3.24704 -4.39014
C: 3.03673 3.01541 -3.03804
C: 2.18200 2.18067 -2.33856
C: 1.13016 1.56210 -3.00574
C: 0.88746 1.81608 -4.34915
C: 1.74738 2.65444 -5.04161
As: 0.10636 0.21067 -2.03239
C: -1.06583 -0.65066 -3.30641
C: -2.21707 -0.14663 -3.88375
C: -2.94813 -0.93660 -4.76587
C: -2.51780 -2.22559 -5.07008
C: -1.37005 -2.73949 -4.49549
C: -0.63029 -1.96532 -3.59952
C: 0.59780 -2.36741 -2.93747
C: 1.22145 -3.61054 -3.06872
C: 2.39630 -3.86793 -2.38797
C: 2.97208 -2.89637 -1.57384
C: 2.36996 -1.64887 -1.43641
C: 1.19246 -1.38749 -2.10631
H: 3.48213 3.90191 -4.93594
H: 3.87353 3.47746 -2.53545
H: 2.32053 1.98689 -1.27731
H: 0.04625 1.34845 -4.84778
H: 1.57978 2.83547 -6.09281
H: -2.54007 0.86208 -3.65335
H: -3.84943 -0.55139 -5.21655
H: -3.07958 -2.82841 -5.76460
H: -1.03846 -3.73434 -4.74731
H: 0.79468 -4.36620 -3.71118
H: 2.87740 -4.82847 -2.49213
H: 3.88631 -3.11277 -1.04313
H: 2.81714 -0.89187 -0.80447
C: 4.58201 -1.70029 2.07657
C: 3.64298 -2.62115 2.51811
C: 2.29558 -2.29315 2.53381
C: 1.90082 -1.03036 2.11270
C: 2.84060 -0.11029 1.65064
C: 4.18290 -0.44384 1.64140
As: 0.06310 -0.39505 2.27722
C: -0.85303 -1.58365 3.50100
C: -1.45907 -2.78953 3.22738
C: -2.08305 -3.49991 4.25476
C: -2.11191 -2.98317 5.54612
C: -1.51638 -1.76972 5.82997
C: -0.87947 -1.04284 4.81383
C: -0.22962 0.23785 4.97632
C: -0.07706 0.93650 6.18273
C: 0.58909 2.14513 6.19672
C: 1.09542 2.69249 5.01928
C: 0.94815 2.01334 3.81146
C: 0.30869 0.79348 3.78769
H: 5.62818 -1.96381 2.06398
H: 3.95826 -3.59636 2.85698
H: 1.55949 -3.00898 2.88323
H: 2.50380 0.86860 1.31377
H: 4.91917 0.26832 1.30193
H: -1.44931 -3.18524 2.22038
H: -2.54141 -4.45420 4.04510
H: -2.60884 -3.53216 6.33090
H: -1.54479 -1.38425 6.83694
H: -0.46643 0.53104 7.10354
H: 0.71829 2.67667 7.12690
H: 1.60783 3.64281 5.04792
H: 1.34086 2.43741 2.89611

Output
orbital gap (alpha / beta) = 3.57 / 3.56 eV
F_max = 2.57 eV/A
net charge = +3
electronic energy = -191410.292 eV

So, what does the Löwdin scheme give us? The charges, in e, come out as: number 1, Pt, carries 0.591; number 2, N, carries 0.253; number 3, C, carries -0.488; number 4, O, carries -0.123; number 5, C, carries -0.131; number 6, C, carries -0.175; number 7, N, carries 0.068; number 8, C, carries -0.181; number 9, N, carries 0.250; number 10, H, carries 0.129; number 11, H, carries 0.143; number 12, C, carries 0.012; number 13, N, carries -0.101; number 14, C, carries 0.012; number 15, C, carries -0.010; number 16, N, carries 0.092; number 17, C, carries -0.673; number 18, S, carries 0.728; number 19, H, carries 0.118; number 20, H, carries 0.074; number 21, H, carries 0.122; number 22, H, carries 0.151; number 23, H, carries 0.140; number 24, H, carries 0.090; number 25, C, carries -0.026; number 26, C, carries -0.044; number 27, C, carries -0.112; number 28, C, carries -0.345; number 29, C, carries -0.074; number 30, C, carries -0.034; number 31, As, carries 1.380; number 32, C, carries -0.319; number 33, C, carries -0.098; number 34, C, carries -0.032; number 35, C, carries -0.022; number 36, C, carries 0.017; number 37, C, carries -0.185; number 38, C, carries -0.199; number 39, C, carries 0.009; number 40, C, carries -0.025; number 41, C, carries -0.029; number 42, C, carries -0.064; number 43, C, carries -0.282; number 44, H, carries 0.127; number 45, H, carries 0.121; number 46, H, carries 0.093; number 47, H, carries 0.106; number 48, H, carries 0.126; number 49, H, carries 0.111; number 50, H, carries 0.125; number 51, H, carries 0.131; number 52, H, carries 0.125; number 53, H, carries 0.123; number 54, H, carries 0.125; number 55, H, carries 0.117; number 56, H, carries 0.089; number 57, C, carries -0.037; number 58, C, carries -0.041; number 59, C, carries -0.068; number 60, C, carries -0.347; number 61, C, carries -0.145; number 62, C, carries -0.057; number 63, As, carries 1.337; number 64, C, carries -0.284; number 65, C, carries -0.083; number 66, C, carries -0.036; number 67, C, carries -0.020; number 68, C, carries 0.023; number 69, C, carries -0.173; number 70, C, carries -0.177; number 71, C, carries 0.019; number 72, C, carries -0.027; number 73, C, carries -0.040; number 74, C, carries -0.124; number 75, C, carries -0.302; number 76, H, carries 0.124; number 77, H, carries 0.123; number 78, H, carries 0.112; number 79, H, carries 0.089; number 80, H, carries 0.121; number 81, H, carries 0.089; number 82, H, carries 0.119; number 83, H, carries 0.127; number 84, H, carries 0.123; number 85, H, carries 0.122; number 86, H, carries 0.125; number 87, H, carries 0.117; number 88, H, carries 0.068